ORCA calculation (ωB97M-V/def2-TZVPD) on C41H66BCl2I2N4O5P2RbTe as an isolated structure in a non-equilibrium geometry.

HOMO energy (spin up / spin down) (Eh): -0.0946 / -0.0974
Net charge: -2
2S+1: 1
Orbital gap (spin up / spin down) (Ha): 0.2130 / 0.2163

```
125
C41H66BCl2I2N4O5P2RbTe ωB97M-V/def2-TZVPD
Rb -1.22 1.31 0.07
C -0.19 3.57 4.93
C -0.75 2.18 4.62
C -1.09 1.47 5.94
C -2.04 2.36 3.81
P 0.39 1.23 3.45
C -0.17 -0.49 3.90
N 0.32 -1.51 2.99
B 0.79 -1.42 1.64
N 1.37 -2.69 1.32
C 2.09 -3.11 0.13
P 1.64 -2.08 -1.35
C 0.36 -3.19 -2.16
C 0.82 -4.58 -2.59
C -0.76 -3.33 -1.12
C -0.22 -2.45 -3.37
C 3.27 -2.19 -2.29
C 3.03 -1.72 -3.73
C 4.18 -1.16 -1.60
C 3.98 -3.54 -2.31
C 1.27 -3.50 2.44
C 1.70 -4.80 2.64
C 1.45 -5.39 3.88
C 0.80 -4.69 4.89
C 0.37 -3.38 4.68
C 0.61 -2.79 3.46
C 2.15 1.28 4.13
C 2.29 1.11 5.64
C 2.76 2.62 3.68
C 2.95 0.17 3.44
H -0.97 4.17 5.39
H 0.65 3.54 5.62
H 0.11 4.10 4.03
H -1.71 2.15 6.54
H -1.66 0.56 5.79
H -0.21 1.24 6.53
H -2.80 2.85 4.44
H -1.87 3.00 2.95
H -2.44 1.41 3.47
H 0.15 -0.74 4.91
H -1.26 -0.48 3.91
H 3.17 -3.03 0.32
H 1.88 -4.17 -0.06
H 1.32 -5.13 -1.79
H -0.06 -5.16 -2.89
H 1.49 -4.53 -3.45
H -0.45 -3.90 -0.24
H -1.14 -2.35 -0.79
H -1.60 -3.85 -1.58
H 0.48 -2.45 -4.22
H -1.14 -2.94 -3.69
H -0.45 -1.41 -3.13
H 2.45 -0.79 -3.76
H 3.99 -1.53 -4.21
H 2.50 -2.48 -4.31
H 3.76 -0.16 -1.63
H 4.37 -1.41 -0.55
H 5.15 -1.14 -2.11
H 3.40 -4.30 -2.84
H 4.94 -3.43 -2.83
H 4.20 -3.92 -1.31
H 2.22 -5.35 1.87
H 1.78 -6.41 4.06
H 0.61 -5.17 5.84
H -0.15 -2.84 5.47
H 1.85 1.94 6.19
H 1.85 0.18 5.99
H 3.36 1.08 5.89
H 2.26 3.48 4.10
H 3.81 2.64 3.99
H 2.73 2.70 2.59
H 2.66 -0.83 3.78
H 2.86 0.22 2.35
H 4.01 0.30 3.69
O -3.71 -0.72 -5.08
C -4.34 -1.44 -4.14
C -5.35 -2.32 -4.53
C -6.02 -3.08 -3.59
C -5.70 -2.97 -2.24
C -4.69 -2.10 -1.85
C -4.00 -1.33 -2.78
C -2.88 -0.45 -2.30
O -2.54 -0.52 -1.08
N -2.34 0.30 -3.24
N -1.10 0.85 -2.93
C -0.96 2.11 -2.98
C -1.99 3.16 -3.13
C -2.78 3.32 -4.26
C -3.70 4.36 -4.34
C -3.82 5.23 -3.26
C -3.06 5.07 -2.12
C -2.12 4.02 -2.01
O -1.44 3.80 -0.92
H -3.05 -0.16 -4.57
H -5.59 -2.39 -5.58
H -6.81 -3.76 -3.91
H -6.23 -3.56 -1.50
H -4.41 -1.99 -0.82
H 0.06 2.45 -2.79
H -2.67 2.62 -5.08
H -4.32 4.48 -5.23
H -4.54 6.04 -3.31
H -3.16 5.75 -1.28
O 2.53 1.50 0.16
H 1.98 0.76 -0.11
H 2.02 2.30 -0.09
O 1.17 3.82 -0.69
H 1.32 4.52 -0.03
H 0.17 3.84 -0.81
I -0.29 6.19 2.03
I 0.89 7.22 4.86
C 4.66 1.88 -4.42
Te 3.12 2.70 -3.17
C 2.12 3.67 -4.78
H 5.26 2.67 -4.85
H 4.22 1.26 -5.20
H 5.29 1.25 -3.79
H 1.95 2.95 -5.58
H 2.70 4.52 -5.15
H 1.17 4.03 -4.41
Cl -4.21 1.41 1.05
C -5.00 0.66 2.43
Cl -6.43 -0.28 1.96
H -5.32 1.44 3.11
H -4.30 -0.02 2.90
```


ORCA calculation (ωB97M-V/def2-TZVPD) on C41H66F3NO28V2 as an isolated structure in a non-equilibrium geometry.

HOMO energy (Eh): -0.2648
ΔE to the lowest compared entry with this formula, charge and spin (kcal/mol): 129.46
2S+1: 1
Orbital gap (Ha): 0.1488

```
141
C41H66F3NO28V2 ωB97M-V/def2-TZVPD
O 0.82 0.35 -0.97
V 0.64 -0.54 0.29
O -0.38 0.11 1.36
O 4.32 -3.81 0.15
V 3.83 -2.87 -0.98
O 4.82 -1.61 -1.33
C 0.18 -2.76 -1.43
O -0.58 -2.17 -0.28
O 1.51 -2.45 -1.11
C -0.12 -4.21 -1.92
F 0.78 -4.57 -2.83
F -0.15 -5.08 -0.88
F -1.32 -4.31 -2.29
C -2.02 -2.45 -0.01
C -2.22 -3.51 1.00
H -3.01 -4.19 0.68
H -1.35 -4.14 1.20
H -2.59 -3.14 1.95
H -2.47 -2.62 -0.98
H -2.60 -1.59 0.32
H -0.22 -2.11 -2.21
C 3.43 -3.03 3.46
C 2.20 -2.09 3.55
C 1.84 -1.77 5.05
C 2.52 -0.61 5.75
C 2.62 0.59 4.82
C 3.17 0.31 3.38
N 2.40 -0.85 2.78
O 2.66 -1.02 1.40
C 4.65 -0.04 3.45
C 3.10 1.72 2.80
C 0.96 -2.94 3.05
H 3.80 -2.93 4.49
H 4.26 -2.65 2.86
H 3.33 -4.03 3.04
H 2.12 -2.63 5.65
H 0.77 -1.79 5.25
H 3.52 -0.94 6.05
H 2.07 -0.42 6.72
H 3.27 1.31 5.31
H 1.67 1.12 4.84
H 4.92 -0.22 2.41
H 4.90 -0.93 4.03
H 5.23 0.83 3.75
H 3.96 2.40 2.84
H 2.10 2.11 3.01
H 3.05 1.64 1.71
H 0.91 -3.89 3.57
H 1.01 -2.94 1.96
H 0.06 -2.33 3.15
C 1.57 6.72 -2.31
C 2.93 6.32 -1.74
C 3.53 5.14 -2.39
O 4.80 5.48 -2.76
C 5.04 6.72 -2.37
O 6.12 7.24 -2.76
O 3.99 7.17 -1.65
H 1.44 7.30 -3.22
H 1.29 7.46 -1.56
H 0.77 6.00 -2.51
H 2.73 6.06 -0.70
H 2.91 4.81 -3.22
H 3.39 4.37 -1.62
C -5.28 -0.70 2.79
C -6.17 -1.89 2.66
C -5.70 -2.87 1.60
O -5.37 -4.06 2.23
C -5.67 -4.04 3.53
O -5.63 -5.02 4.28
O -6.07 -2.75 3.79
H -5.68 -0.04 2.03
H -4.25 -0.86 2.46
H -5.39 -0.16 3.73
H -7.21 -1.68 2.43
H -4.71 -2.67 1.20
H -6.36 -2.94 0.74
C -1.54 1.65 -3.51
C -2.70 0.71 -3.90
C -2.53 -0.79 -4.14
O -3.46 -1.33 -3.24
C -4.23 -0.39 -2.61
O -4.93 -0.65 -1.68
O -3.64 0.77 -2.81
H -1.90 2.63 -3.18
H -1.03 2.08 -4.37
H -0.80 1.22 -2.83
H -3.20 1.13 -4.77
H -1.55 -1.13 -3.80
H -2.55 -1.20 -5.15
C 0.30 -3.21 -5.43
C 0.56 -1.77 -6.00
C 0.80 -0.65 -5.01
O 2.14 -0.08 -5.14
C 2.85 -0.86 -6.06
O 4.00 -0.79 -6.36
O 1.95 -1.85 -6.46
H 0.07 -4.00 -6.13
H -0.47 -3.17 -4.66
H 1.11 -3.56 -4.78
H -0.05 -1.47 -6.85
H 0.53 -1.04 -4.03
H -0.08 -0.03 -5.19
C 2.52 3.87 -7.39
C 1.43 3.34 -6.49
C 1.84 3.11 -5.03
O 0.95 3.87 -4.21
C 0.14 4.56 -5.05
O -0.79 5.28 -4.77
O 0.45 4.32 -6.38
H 3.28 4.39 -6.81
H 2.12 4.62 -8.07
H 3.00 3.09 -7.98
H 0.93 2.44 -6.85
H 2.82 3.56 -4.89
H 1.86 2.02 -4.98
C -2.40 -4.35 7.30
C -1.59 -3.68 6.13
C -2.26 -3.86 4.77
O -2.41 -2.59 4.32
C -2.14 -1.65 5.27
O -2.27 -0.38 5.21
O -1.51 -2.29 6.25
H -1.85 -4.05 8.19
H -2.37 -5.44 7.23
H -3.46 -4.17 7.46
H -0.57 -4.04 6.06
H -3.31 -4.15 4.82
H -1.74 -4.52 4.07
C -1.09 3.31 2.78
C -1.67 3.03 1.33
C -2.34 4.30 0.64
O -1.35 4.70 -0.32
C -0.41 3.76 -0.43
O 0.63 3.80 -1.07
O -0.65 2.76 0.50
H -0.85 2.38 3.31
H -1.78 3.91 3.37
H -0.14 3.83 2.63
H -2.30 2.15 1.40
H -2.63 5.12 1.30
H -3.15 4.03 -0.04
```


ORCA calculation (ωB97M-V/def2-TZVPD) on a 4-piece molecular cluster, C41H68BrFI2N5O7S3 overall in a non-equilibrium geometry.

HOMO energy (Eh): -0.3261
ΔE to the lowest compared entry with this formula, charge and spin (kcal/mol): 16.88
Net charge: +1
2S+1: 1
Orbital gap (Ha): 0.2026

```
128
C41H68BrFI2N5O7S3 ωB97M-V/def2-TZVPD
C -1.37 2.12 0.47
C -1.74 1.46 -0.68
C -2.66 2.03 -1.67
Br -1.52 2.91 -3.05
N -3.45 3.23 -1.03
F -2.68 4.37 -1.10
C -4.64 3.25 -1.71
N -5.37 4.21 -2.16
C -4.98 5.65 -2.09
C -4.01 5.98 -3.25
C -6.27 6.45 -2.30
C -7.24 6.34 -1.11
N -5.09 1.91 -1.72
C -5.56 1.77 -0.27
C -4.71 0.98 0.72
C -5.56 0.11 1.69
C -4.79 -1.16 2.07
C -3.79 -0.93 3.22
C -2.37 -0.56 2.74
C -1.29 -1.24 3.59
C 0.11 -0.85 3.11
C 1.18 -0.91 4.22
C 1.91 -2.25 4.29
C 2.92 -2.41 3.15
C 3.47 -3.82 3.02
N 4.62 -4.10 3.88
C 5.02 -3.44 5.01
C 6.14 -4.09 5.51
C 6.43 -5.16 4.63
C 5.47 -5.15 3.63
C -3.90 1.20 -2.23
N -3.90 1.57 -3.72
C -4.91 1.24 -4.33
O -5.87 1.05 -4.90
C -3.98 -0.32 -2.27
I -5.82 -1.18 -1.60
C -3.10 -1.22 -2.72
C -3.31 -2.70 -2.71
I -1.26 -0.68 -3.58
H -0.34 2.42 0.62
H -2.13 2.37 1.20
H -1.36 0.45 -0.82
H -6.26 3.97 -2.58
H -4.53 5.88 -1.13
H -3.75 5.08 -3.80
H -4.46 6.68 -3.94
H -3.11 6.44 -2.85
H -6.02 7.47 -2.54
H -6.77 6.00 -3.17
H -7.72 5.36 -1.13
H -8.02 7.08 -1.22
H -6.72 6.42 -0.16
H -5.67 2.78 0.13
H -6.57 1.37 -0.29
H -4.16 1.68 1.35
H -3.97 0.32 0.28
H -6.44 -0.23 1.15
H -5.81 0.65 2.59
H -5.48 -1.95 2.36
H -4.23 -1.54 1.22
H -3.71 -1.82 3.84
H -4.15 -0.14 3.87
H -2.23 0.51 2.91
H -2.20 -0.81 1.69
H -1.40 -2.32 3.50
H -1.41 -0.96 4.64
H 0.44 -1.51 2.30
H 0.11 0.17 2.71
H 0.68 -0.70 5.17
H 1.91 -0.12 4.07
H 2.44 -2.34 5.23
H 1.18 -3.06 4.26
H 2.42 -2.16 2.22
H 3.70 -1.67 3.33
H 2.70 -4.56 3.26
H 3.79 -4.01 2.00
H 4.54 -2.58 5.43
H 6.71 -3.86 6.40
H 7.23 -5.89 4.68
H 5.34 -5.79 2.78
H -2.45 -3.22 -3.11
H -4.21 -2.96 -3.28
H -3.47 -3.03 -1.68
C 7.04 0.05 0.38
C 7.81 1.19 1.07
C 6.84 1.88 2.04
S 5.64 0.63 2.52
O 4.34 1.01 2.01
O 5.83 0.28 3.90
C 6.30 -0.68 1.49
H 7.71 -0.62 -0.16
H 6.33 0.47 -0.34
H 8.64 0.78 1.63
H 8.22 1.90 0.36
H 7.33 2.25 2.93
H 6.29 2.69 1.55
H 5.48 -1.30 1.13
H 6.98 -1.27 2.10
C -8.88 -4.55 -6.02
C -9.27 -3.68 -4.82
C -8.57 -4.27 -3.58
S -7.08 -5.07 -4.19
O -7.19 -6.49 -3.95
O -5.92 -4.33 -3.75
C -7.37 -4.75 -5.92
H -9.16 -4.09 -6.96
H -9.39 -5.52 -5.95
H -8.92 -2.66 -4.99
H -10.35 -3.64 -4.68
H -8.29 -3.50 -2.87
H -9.18 -5.02 -3.09
H -7.00 -5.59 -6.51
H -6.84 -3.84 -6.19
C 12.05 2.28 -1.63
C 13.38 2.46 -0.89
C 13.12 2.13 0.59
S 11.76 0.96 0.61
O 10.62 1.58 1.26
O 12.24 -0.33 1.03
C 11.48 0.95 -1.15
H 12.19 2.29 -2.71
H 11.37 3.10 -1.37
H 14.12 1.77 -1.30
H 13.77 3.47 -1.00
H 13.99 1.67 1.06
H 12.81 3.01 1.15
H 10.41 0.84 -1.35
H 12.03 0.11 -1.57
```


Number 1: calculated total energy -128240.0147 eV. Number 2: calculated total energy -161926.7851 eV. Number 3: calculated total energy -186855.9552 eV.